ORCA calculation (ωB97M-V/def2-TZVPD) on a 10-piece molecular cluster, C39H67IO12 overall at a distorted geometry.

The molar mass comes out at 854.9 g/mol. The value obtained for the calculated total energy is -74188.03359 eV. The value obtained for the HOMO-LUMO gap is 8.47 eV. The HOMO energy comes out at -8.0 eV. The LUMO energy is 0.460 eV.

CARTESIAN COORDINATES (ANGSTROEM)
O  5.48730  -3.90911  1.32125
C  5.01930  -3.29372  0.22659
O  4.93943  -3.73044  -1.18387
C  4.09746  -2.77394  -1.93276
C  3.45867  -1.85771  -0.68779
C  2.02379  -2.62079  -0.44871
C  1.21028  -2.15948  0.89785
C  -0.40595  -1.98881  0.51579
I  -1.40221  -3.97768  0.70108
C  3.05839  -0.31046  -1.15953
C  2.40035  -0.16470  -2.68524
C  1.97356  1.38163  -3.15860
C  2.15449  2.70848  -2.16311
C  2.81684  2.54227  -0.66937
C  3.27982  1.01784  -0.16978
O  4.44821  -1.92555  0.43537
H  3.14515  -3.31081  -2.40535
H  4.68476  -2.12463  -2.71480
H  1.36437  -2.41251  -1.39667
H  2.28378  -3.78030  -0.33522
H  1.27548  -3.07034  1.66365
H  1.65275  -1.22986  1.45513
H  -0.93131  -1.31280  1.31538
H  -0.57899  -1.62226  -0.58440
H  2.25658  -1.09052  -3.39937
H  1.51144  1.48880  -4.22883
H  1.80004  3.74367  -2.58198
H  2.97224  3.47061  0.06196
H  3.76137  0.92221  0.89666
C  0.51714  8.01684  -1.46059
C  0.26976  6.72807  -2.19806
O  1.01771  5.76108  -2.06281
C  -0.92832  6.66821  -3.10750
H  1.41529  7.91436  -0.84228
H  0.67487  8.82911  -2.17451
H  -0.33164  8.24135  -0.80987
H  -0.83507  7.42032  -3.89491
H  -1.84158  6.83257  -2.53027
H  -0.98139  5.67820  -3.57298
C  -5.57166  -3.88442  5.00237
C  -4.55292  -3.46246  3.97763
O  -4.89427  -2.98925  2.89489
C  -3.10019  -3.64187  4.32899
H  -6.57773  -3.69694  4.61230
H  -5.47023  -4.95274  5.20915
H  -5.43846  -3.30484  5.91923
H  -2.88849  -4.69938  4.50572
H  -2.85672  -3.05149  5.21580
H  -2.47983  -3.29474  3.49577
C  -4.07643  -3.82336  8.87276
C  -4.47203  -5.18241  8.36045
O  -4.35012  -5.47760  7.17269
C  -5.02259  -6.16643  9.35777
H  -3.69625  -3.21911  8.04220
H  -4.94660  -3.32017  9.30166
H  -3.28720  -3.92399  9.62194
H  -5.93499  -5.76777  9.80831
H  -4.27559  -6.37159  10.12859
H  -5.26504  -7.10414  8.84637
C  2.84004  0.34600  4.40745
C  1.54434  0.60347  3.68577
O  1.11799  -0.18043  2.83930
C  0.79036  1.85734  4.03989
H  3.27366  -0.59413  4.05023
H  3.54547  1.15574  4.20488
H  2.65655  0.26068  5.48139
H  1.40436  2.73452  3.82090
H  0.51543  1.83946  5.09741
H  -0.12490  1.91177  3.44077
C  -0.56761  -3.85346  -4.86130
C  -0.43874  -2.36754  -4.65782
O  0.08325  -1.90446  -3.64497
C  -0.97330  -1.47002  -5.74169
H  -0.13926  -4.37614  -3.99945
H  -1.62228  -4.12666  -4.94720
H  -0.02207  -4.15419  -5.75921
H  -2.04609  -1.63689  -5.86686
H  -0.44588  -1.66441  -6.67886
H  -0.81191  -0.42419  -5.45919
C  2.16416  0.37961  -7.74388
C  0.98471  1.25921  -7.42582
O  0.41014  1.18942  -6.34056
C  0.53541  2.22764  -8.48711
H  2.37552  -0.26793  -6.88627
H  1.93669  -0.24859  -8.60873
H  3.04456  0.99598  -7.94206
H  0.23526  1.68187  -9.38512
H  1.34313  2.92644  -8.71845
H  -0.32508  2.79628  -8.11857
C  -3.67556  -1.74424  -2.91801
C  -4.07116  -3.10329  -3.43032
O  -3.94925  -3.39848  -4.61808
C  -4.62172  -4.08731  -2.43300
H  -3.29538  -1.14000  -3.74857
H  -4.54573  -1.24105  -2.48911
H  -2.88633  -1.84487  -2.16883
H  -5.53412  -3.68865  -1.98246
H  -3.87472  -4.29247  -1.66218
H  -4.86417  -5.02502  -2.94440
C  -4.37351  5.62077  1.61066
C  -3.35477  6.04274  0.58593
O  -3.69611  6.51594  -0.49682
C  -1.90204  5.86333  0.93728
H  -5.37958  5.80826  1.22059
H  -4.27208  4.55246  1.81744
H  -4.24030  6.20035  2.52752
H  -1.69034  4.80581  1.11401
H  -1.65857  6.45371  1.82409
H  -1.28168  6.21045  0.10406
C  7.92434  1.20868  1.99670
C  6.74489  2.08828  2.31476
O  6.17033  2.01849  3.40002
C  6.29559  3.05672  1.25347
H  8.13571  0.56115  2.85431
H  7.69687  0.58048  1.13185
H  8.80474  1.82505  1.79852
H  5.99544  2.51095  0.35545
H  7.10331  3.75552  1.02213
H  5.43510  3.62535  1.62201

Atomic forces in eV per Å
-2.8 3.5 -8.2
1.3 -1.0 5.0
-0.4 1.9 3.3
-1.2 1.4 0.9
-1.6 1.0 -2.0
0.4 -0.3 1.3
-0.4 -1.3 -0.3
1.1 1.0 0.7
0.5 1.0 -0.4
-0.3 2.8 -1.1
0.8 4.4 3.0
1.5 -1.1 3.6
1.2 -3.9 1.0
-0.5 -3.6 -2.6
-1.7 0.7 -3.7
-0.6 -3.9 -3.2
2.5 0.9 0.8
-0.8 -1.5 1.6
1.4 -0.5 1.7
-0.7 2.4 -0.5
-0.1 2.1 -1.5
-1.0 -2.0 -1.7
1.0 -1.3 -1.7
0.3 -0.7 2.3
0.2 2.2 1.7
0.9 -0.1 2.3
0.8 -2.2 1.1
-0.4 -2.3 -1.9
-1.1 -0.1 -2.4
0.4 -0.2 0.3
0.8 -1.2 0.0
-0.8 1.2 -0.1
0.1 -0.5 -0.1
-0.2 0.0 -0.1
-0.2 0.0 0.1
0.0 0.2 -0.2
-0.1 0.1 0.1
0.0 0.2 -0.1
0.0 0.2 0.1
-0.5 0.1 -0.4
-0.4 0.6 -1.3
0.4 -0.5 1.3
0.2 0.2 -0.5
0.2 0.0 0.0
0.1 0.2 0.2
0.1 -0.3 0.0
0.0 0.1 0.2
0.0 -0.2 0.1
-0.2 -0.1 0.2
0.1 0.2 -0.4
0.2 -0.5 -1.5
0.0 0.3 1.7
-0.1 -0.4 -0.3
-0.1 -0.2 0.2
0.1 -0.1 0.2
-0.2 0.1 0.1
0.2 0.0 0.2
-0.2 0.1 0.1
0.1 0.2 0.1
0.0 -0.4 -0.3
-0.4 -0.9 -0.9
0.3 1.5 1.6
-0.4 -0.1 -0.4
-0.1 0.2 0.1
0.0 0.0 0.2
0.1 0.2 0.0
0.0 0.0 0.2
0.2 0.1 0.0
0.2 0.0 0.1
0.2 -0.1 0.5
0.4 0.4 0.9
-0.6 -0.5 -1.0
0.0 0.5 0.4
-0.1 0.1 -0.2
0.1 0.0 -0.2
-0.2 0.0 -0.1
0.1 -0.2 -0.2
-0.2 -0.1 0.0
0.0 -0.4 -0.1
0.0 -0.2 0.5
-0.7 0.0 1.3
0.8 0.3 -1.4
-0.4 0.2 0.3
-0.1 0.2 -0.2
0.1 0.2 -0.1
-0.1 -0.1 -0.2
0.2 0.1 -0.1
0.0 -0.1 -0.2
0.2 -0.1 -0.1
0.2 0.1 -0.5
0.1 -0.4 -1.2
-0.1 0.3 1.2
-0.1 -0.4 -0.4
-0.1 -0.1 0.2
0.1 -0.1 0.2
-0.2 0.0 0.1
0.2 0.0 0.2
-0.1 0.2 0.1
0.1 0.2 0.1
-0.4 0.1 -0.3
-0.5 0.6 -1.4
0.5 -0.6 1.3
0.2 0.2 -0.4
0.2 0.0 0.1
0.1 0.1 0.2
0.1 -0.2 0.0
0.0 0.1 0.2
0.0 -0.2 0.1
-0.1 -0.1 0.2
0.0 -0.2 0.5
-0.7 -0.1 1.3
0.6 0.1 -1.3
-0.4 0.2 0.3
-0.1 0.2 -0.2
0.1 0.2 -0.1
-0.1 -0.1 -0.2
0.2 0.1 -0.1
0.0 -0.1 -0.2
0.2 -0.1 -0.1

Here are the Löwdin charges for atoms 1 to 99, given in e: 0.0172 -0.2365 -0.0297 -0.0869 -0.3374 -0.1446 -0.2618 -0.5525 0.6867 -0.0388 0.0011 -0.0212 -0.0520 -0.0635 -0.0088 0.0024 0.1449 0.1462 0.1031 0.1423 0.0993 0.0760 0.0546 0.0503 0.0794 0.0562 0.0532 0.0849 0.0818 -0.0256 -0.4922 0.0279 -0.0154 0.0862 0.0876 0.0793 0.0876 0.0732 0.0886 -0.0354 -0.4842 0.0331 -0.0377 0.0831 0.0727 0.0753 0.0899 0.0803 0.0123 -0.0224 -0.4787 0.0344 -0.0243 0.0765 0.0885 0.0879 0.0866 0.0867 0.0862 -0.0084 -0.4592 0.0134 -0.0194 0.0916 0.0776 0.0887 0.0867 0.0859 0.0826 -0.0127 -0.4703 0.0133 -0.0198 0.0853 0.0696 0.0869 0.0803 0.0861 0.0645 -0.0191 -0.4765 0.0180 -0.0217 0.0831 0.0877 0.0887 0.0873 0.0875 0.0866 -0.0098 -0.4803 0.0298 -0.0202 0.0772 0.0909 0.0778 0.0898 0.0464 0.0852